Record 1
Entry from the Open Molecules 2025 dataset: an isolated molecule of C24H29N3O5S (ωB97M-V/def2-TZVPD).

Geometry as XYZ:
```
62
Properties=species:S:1:pos:R:3:lowdin_charge:R:1
S -1.75 0.90 -2.20 1.0708
O -0.96 4.37 -1.04 0.0490
O 4.86 -1.07 0.53 -0.0490
O 4.30 -3.58 0.47 -0.0613
O -0.56 -3.81 -1.35 0.0762
O -6.30 -0.66 1.71 -0.0823
N -1.03 -1.61 -1.70 0.0167
N -0.06 2.55 -0.03 0.0579
N 0.53 0.08 -1.22 0.0680
C 1.73 3.12 1.55 -0.1971
C -3.30 -2.14 0.17 -0.0158
C 1.43 -0.86 -0.80 -0.2006
C -4.48 -0.79 -1.41 -0.0662
C -5.32 -1.01 0.84 -0.2738
C 1.13 -2.23 -0.83 -0.0669
C -0.59 3.21 -1.07 -0.5675
C 3.31 -2.76 0.04 -0.1896
C 2.32 5.23 0.26 -0.0983
C 2.69 -0.44 -0.35 0.0627
C -3.41 -1.62 -1.11 -0.2409
C 3.62 -1.37 0.07 -0.1827
C -6.26 -1.16 3.02 -0.0904
C 0.23 3.17 1.23 -0.1761
C 2.60 3.75 0.47 -0.2697
C -5.42 -0.49 -0.45 0.0064
C -0.62 -0.32 -1.64 -0.5382
C 4.06 -4.97 0.45 -0.0747
C -2.37 -1.96 -2.15 -0.1233
C 5.24 0.28 0.60 -0.0680
C 2.07 -3.17 -0.41 0.0625
C -0.18 -2.66 -1.30 -0.3632
C -4.24 -1.84 1.14 -0.0093
C -0.69 2.37 -2.34 -0.3341
H 0.30 2.02 -2.64 0.0830
H 0.29 1.61 -0.21 0.0877
H 3.23 -5.24 1.10 0.0990
H -1.13 2.98 -3.13 0.0828
H -0.12 4.20 1.18 0.1149
H 2.44 3.22 -0.48 0.0949
H 2.90 0.61 -0.34 0.1001
H -4.13 -2.27 2.13 0.1034
H 3.03 5.65 -0.44 0.0708
H 1.90 3.64 2.50 0.1117
H 5.23 0.75 -0.39 0.1009
H 4.98 -5.43 0.82 0.0952
H 4.60 0.85 1.27 0.0915
H 1.79 -4.21 -0.45 0.1175
H -6.31 -2.26 3.03 0.0955
H 6.26 0.28 0.98 0.0979
H -6.26 0.15 -0.68 0.1196
H -4.58 -0.37 -2.40 0.1069
H -2.58 -1.44 -3.09 0.1090
H 2.02 2.07 1.69 0.0942
H 1.32 5.38 -0.15 0.0589
H 3.65 3.62 0.75 0.0989
H -7.14 -0.76 3.52 0.0928
H -2.48 -2.80 0.41 0.1171
H 3.86 -5.33 -0.56 0.0995
H -2.35 -3.04 -2.32 0.1330
H -5.36 -0.84 3.55 0.0954
H -0.33 2.66 2.03 0.1207
H 2.40 5.77 1.20 0.0764
```

**Total charge**: 0
**LUMO level**: 0.583 eV
**SMILES**: CCCCNC(=O)CSc1nc2cc(OC)c(OC)cc2c(=O)n1Cc1ccc(OC)cc1
**Maximum force**: 0.9 eV Å⁻¹
**Frontier orbital gap**: 0.3177 Ha

Record 2
Entry from the Open Molecules 2025 dataset: an isolated molecule of C3H7BrSi (ωB97M-V/def2-TZVPD).

Geometry as XYZ:
```
12
Properties=species:S:1:pos:R:3:lowdin_charge:R:1
Br -3.64 0.00 -0.08 0.4654
Si -0.43 -0.78 -0.34 0.6693
C 1.25 0.03 0.29 -0.3337
C -1.87 0.56 0.53 -0.7790
C 2.38 0.10 -0.44 -0.1164
H 2.47 -0.35 -1.42 0.0307
H -0.35 -0.77 -1.93 -0.0182
H -1.73 0.47 1.66 0.0200
H -0.82 -1.95 0.41 -0.0668
H 3.41 0.48 -0.11 0.0731
H -1.82 1.64 0.15 0.0076
H 1.15 0.57 1.27 0.0481
```

**Total charge**: 0
**LUMO level**: 0.798 eV
**SMILES**: C=C[SiH2]CBr
**Maximum force**: 3.6 eV Å⁻¹
**Frontier orbital gap**: 0.3724 Ha